This record from OMol25 describes an isolated ion of composition C5H10NO2 and charge -1 in a non-equilibrium geometry. The level of theory is wB97M-V/def2-TZVPD.

Computed properties:
- Relative energy (zero: lowest compared OMol25 entry of this formula, charge and spin): 2.7593 eV
- Net charge: -1
- SMILES: C[C@H](CC=O)NC[O-]

Last column: natural (NBO) charge in e.
Atoms and positions in Å:
C 0.6128 -1.2760 -0.9694  -0.642
C 0.1016 0.1616 -0.7033  -0.007
C 0.7063 0.7571 0.6158  -0.564
C 2.1522 0.5275 0.8078  0.448
O 2.9911 1.3270 1.1652  -0.572
N -1.3246 0.2504 -0.7897  -0.701
C -2.1615 -0.0124 0.4692  0.148
O -2.6888 1.0971 0.9397  -0.933
H 0.6013 -1.8598 -0.0424  0.192
H -0.1540 -1.7506 -1.5827  0.228
H 1.6045 -1.2672 -1.4194  0.190
H 0.5364 0.7875 -1.4952  0.168
H 0.2188 0.1724 1.4116  0.245
H 0.3452 1.7771 0.7524  0.242
H 2.4718 -0.5131 0.6149  0.088
H -1.6075 1.1900 -1.0468  0.365
H -1.4954 -0.5962 1.1621  0.042
H -2.9102 -0.7725 0.1103  0.062

Atomic forces in eV per Å
-0.91 0.28 0.57
1.08 0.23 -0.07
-0.87 -0.43 0.12
0.21 0.24 -0.01
-0.10 0.11 -0.05
-0.26 -0.19 -0.02
-0.39 -0.03 -0.69
0.14 0.03 0.32
0.29 0.03 0.03
0.36 0.02 -0.41
-0.01 -0.27 -0.04
-0.23 -0.07 -0.14
0.10 0.05 0.06
0.40 0.08 -0.02
0.03 -0.13 0.02
0.01 0.02 0.16
0.09 -0.03 0.03
0.05 0.07 0.16


This record from OMol25 describes an isolated ion of composition C5H10NO2 and charge -1 in a non-equilibrium geometry. The level of theory is wB97M-V/def2-TZVPD.

Computed properties:
- Relative energy (zero: lowest compared OMol25 entry of this formula, charge and spin): 2.0591 eV
- Net charge: -1
- SMILES: CC(=O)NCCC[O-]

Last column: natural (NBO) charge in e.
Atoms and positions in Å:
O -0.9143 2.9882 0.4060  -0.688
C -0.7529 1.7862 0.1945  0.688
N -0.4167 0.9505 1.1934  -0.614
C -0.2576 -0.5055 1.1453  -0.231
C 1.1009 -0.9720 0.6435  -0.477
C 1.0754 -1.4996 -0.8349  -0.015
O 1.4000 -0.5280 -1.7304  -0.962
C -1.0924 1.1610 -1.1227  -0.771
H -0.0920 1.4361 2.0161  0.381
H -1.0115 -0.8691 0.4322  0.196
H -0.7369 -0.8777 2.0601  0.185
H 1.7873 -0.1229 0.6145  0.221
H 1.5500 -1.7341 1.3004  0.174
H 1.7875 -2.3543 -0.8719  0.090
H 0.0168 -1.7989 -1.0364  0.077
H -1.5835 1.8815 -1.7716  0.212
H -1.7051 0.2627 -1.0486  0.208
H -0.1550 0.7960 -1.5896  0.327

Atomic forces in eV per Å
0.56 0.13 0.00
-1.52 0.09 -0.34
0.42 -0.28 0.66
-1.25 0.53 -0.76
0.34 -0.63 0.37
0.18 1.50 -0.54
0.13 -0.12 0.15
0.47 -0.10 -0.57
-0.06 -0.06 0.03
0.24 0.16 -0.12
1.03 -0.16 0.36
-0.01 -0.03 0.09
-0.21 0.06 0.06
-0.35 -0.35 -0.03
0.10 -0.88 0.28
0.00 0.13 0.14
-0.11 0.09 0.19
0.06 -0.09 0.03


This record from OMol25 describes a 2-piece molecular cluster, C5H10NO2 overall in a non-equilibrium geometry. The level of theory is wB97M-V/def2-TZVPD.

Computed properties:
- Relative energy (zero: lowest compared OMol25 entry of this formula, charge and spin): 6.7967 eV
- Net charge: -1

Last column: natural (NBO) charge in e.
Atoms and positions in Å:
C -1.7836 2.2819 -1.7500  -0.876
N 1.9174 -1.6576 0.8464  -0.566
C 1.0723 -2.5791 1.5776  -0.438
C 0.7855 -0.1365 -0.7054  -0.443
C 1.2066 -0.4996 0.6924  0.015
C -0.2292 0.3989 0.4206  0.642
O -1.4789 -0.0940 0.3801  -0.686
O 0.0755 1.6309 0.8248  -0.748
H -1.9821 2.9089 -2.5982  0.183
H -0.7607 2.0162 -1.4522  0.244
H -2.3670 1.3990 -1.9736  0.210
H 1.5471 -3.3320 2.2391  0.165
H 0.2710 -3.0187 0.9787  0.182
H 0.4582 -1.8873 2.2928  0.147
H 1.3654 0.7377 -1.1122  0.237
H -2.1721 2.6281 -0.7868  0.233
H 0.4691 -0.9762 -1.3375  0.231
H 1.6055 0.1794 1.4633  0.267

Atomic forces in eV per Å
-0.34 -0.80 1.14
-2.58 -1.78 -1.52
-0.45 1.83 3.15
2.39 1.30 2.36
5.95 -1.96 -1.76
-7.46 4.84 -0.43
4.89 0.83 0.47
-0.92 -3.78 -1.03
0.53 0.89 -0.15
-0.19 0.23 -0.90
0.16 -0.61 0.15
0.16 0.13 -0.72
0.24 -0.25 -0.28
0.43 -1.26 -0.42
-1.22 -0.83 0.06
-0.25 0.43 -0.39
0.15 0.42 0.58
-1.49 0.37 -0.33


This record from OMol25 describes a 2-piece molecular cluster, C5H10NO2 overall. The level of theory is wB97M-V/def2-TZVPD.

Computed properties:
- Relative energy (zero: lowest compared OMol25 entry of this formula, charge and spin): 0.4658 eV
- Net charge: -1

Last column: natural (NBO) charge in e.
Atoms and positions in Å:
N 2.6926 0.9310 1.7892  -0.918
C 1.7237 0.3135 0.9421  0.859
O 0.5386 0.3296 1.3374  -0.815
O 2.1760 -0.1345 -0.1440  -0.826
H 2.4724 0.9414 2.7693  0.356
H 3.6267 0.6496 1.5460  0.359
C -2.1779 -0.5594 -0.5944  -0.205
C -1.1709 -0.1607 -1.3585  -0.186
C -1.3753 0.4973 -2.6963  -0.632
C -2.0054 -1.2152 0.7433  -0.646
H -3.1863 -0.3521 -0.9614  0.156
H -0.1546 -0.3159 -1.0088  0.258
H -0.9349 1.5021 -2.6814  0.207
H -0.8866 -0.0819 -3.4869  0.200
H -2.4347 0.5869 -2.9530  0.186
H -0.9699 -1.5306 0.8323  0.253
H -2.6905 -2.0510 0.9017  0.176
H -2.1518 -0.4966 1.5545  0.217

Atomic forces in eV per Å
0.14 0.20 -0.15
-0.14 -0.03 -0.54
0.09 -0.02 0.30
-0.04 0.03 0.21
-0.06 -0.10 0.06
0.09 -0.05 0.16
-0.23 0.07 -0.08
-0.20 -0.19 -0.22
0.19 0.05 0.22
0.12 0.23 -0.02
-0.05 -0.11 0.16
0.13 0.10 -0.04
-0.01 -0.13 -0.17
0.05 0.14 0.01
0.01 0.00 0.08
0.01 -0.13 0.14
-0.02 -0.06 -0.10
-0.08 0.00 -0.02


This record from OMol25 describes an isolated ion of composition C5H10NO2 and charge +1 in a non-equilibrium geometry. The level of theory is wB97M-V/def2-TZVPD.

Computed properties:
- Relative energy (zero: lowest compared OMol25 entry of this formula, charge and spin): 1.0519 eV
- Net charge: +1
- SMILES: C=[NH+]CCCC(=O)O

Last column: natural (NBO) charge in e.
Atoms and positions in Å:
O -0.5105 -1.8583 0.7043  -0.634
C 0.1731 -1.2737 1.5287  0.817
O 0.7537 -1.8496 2.5487  -0.678
C 0.4113 0.2377 1.3166  -0.508
C 1.1664 0.5087 0.0064  -0.415
C 0.4766 0.8255 -1.3499  -0.246
C -1.9151 0.5083 -1.4913  0.130
N -0.7487 0.0469 -1.5685  -0.366
H 0.3219 -2.5224 3.0635  0.531
H 0.9931 0.6654 2.1280  0.253
H -0.5891 0.6694 1.3092  0.230
H 1.7842 1.3813 0.2304  0.250
H 1.8763 -0.2955 -0.1890  0.232
H 1.1849 0.6532 -2.1590  0.251
H 0.2616 1.8874 -1.4677  0.229
H -2.7595 -0.1513 -1.6647  0.230
H -2.2483 1.5215 -1.3100  0.232
H -0.6321 -0.9545 -1.6358  0.462

Atomic forces in eV per Å
0.26 0.19 0.49
-1.26 0.14 -1.83
1.28 1.46 0.95
0.09 -0.99 -0.02
0.69 0.20 -0.27
0.34 0.48 0.61
-1.87 -0.44 -0.43
0.80 0.77 0.39
-0.66 -0.91 -0.35
-0.15 -0.02 0.12
-0.01 0.19 0.15
0.05 0.00 -0.37
-0.04 -0.10 0.17
-0.12 -0.52 -0.02
-0.54 -0.06 0.33
0.21 -0.37 0.16
0.96 0.40 0.02
-0.03 -0.43 -0.07


This record from OMol25 describes a 2-piece molecular cluster, C5H10NO3 overall in a non-equilibrium geometry. The level of theory is wB97M-V/def2-TZVPD.

Computed properties:
- Relative energy (zero: lowest compared OMol25 entry of this formula, charge and spin): 2.5932 eV
- Net charge: +1

Last column: natural (NBO) charge in e.
Atoms and positions in Å:
C 1.3471 0.0948 -0.0750  -0.294
C 0.8894 0.8661 0.8633  0.274
C 1.1812 -1.3012 0.0514  0.442
C -2.4124 -0.5341 -0.0050  0.542
C 2.0862 0.6504 -1.3166  -0.656
N -1.9697 -0.9168 1.1146  -0.724
O 0.9694 2.1808 0.7967  -0.603
O 0.3735 -1.9117 0.7912  -0.589
O -3.6301 -0.3599 -0.1235  -0.613
H 2.0199 -1.9106 -0.3670  0.172
H 0.0346 0.6884 1.5409  0.207
H 2.9661 1.1469 -0.9059  0.234
H 1.5106 1.5127 -1.7113  0.218
H 2.3840 -0.0289 -2.1426  0.264
H -2.6406 -1.4121 1.7047  0.423
H -0.8183 -1.2652 1.3184  0.479
H 1.4971 2.3922 0.0709  0.483
H -1.7328 -0.1069 -0.7891  0.189
H -4.0554 0.2150 -0.8159  0.551

Atomic forces in eV per Å
1.15 -1.56 -3.40
-3.62 2.38 1.39
0.61 -2.28 1.75
3.70 2.36 -1.09
0.02 0.91 1.14
2.55 -2.63 2.01
-0.68 0.23 1.94
0.56 0.86 -0.59
-5.47 0.68 -1.12
-0.87 0.10 -0.34
1.33 -0.92 0.33
0.55 -0.19 -0.41
-0.01 -0.69 -0.24
-0.44 0.22 0.88
-0.09 0.63 0.14
-1.68 0.43 -1.68
1.58 1.18 -1.94
-0.35 -0.76 0.70
1.16 -0.95 0.52


Number 1: energy -401.725416 Ha, M 116.1 u. Number 2: energy -401.751147 Ha, M 116.1 u. Number 3: energy -401.577044 Ha, M 116.1 u. Number 4: energy -401.809699 Ha, M 116.1 u. Number 5: energy -401.486345 Ha, M 116.1 u. Number 6: energy -476.672095 Ha, M 132.1 u.